Density functional theory data (the ωB97M-V functional and the def2-TZVPD basis) for an isolated ion of composition C4H13N2 and charge +1 at a distorted geometry.

Geometry (Å):
1 C -1.27594 0.44212 -0.48574
2 N -0.20703 0.89024 -1.33612
3 C 0.43533 2.15077 -0.89889
4 C -0.71235 -0.14741 0.83700
5 N 0.54984 -0.89294 0.49044
6 C 0.81628 -2.26875 1.01521
7 H -1.72076 -0.41792 -0.99138
8 H -2.03729 1.17981 -0.21962
9 H -0.44432 0.96392 -2.31741
10 H 1.29964 2.32218 -1.50715
11 H 0.78563 2.05533 0.12569
12 H -0.23948 2.99124 -1.00600
13 H -1.44534 -0.87129 1.16143
14 H -0.43370 0.58088 1.58809
15 H 0.57409 -0.88337 -0.55468
16 H 1.36255 -0.30770 0.66668
17 H 0.15773 -2.47938 1.85580
18 H 1.85260 -2.29309 1.33882
19 H 0.68251 -3.01464 0.23780

Properties
SMILES   CNCC[NH2+]C
Kohn-Sham gap   10.4843 eV
Energy relative to the best compared isomer or geometry (same formula, charge and spin)   1.281 eV
Largest force on an atom   0.0260 hartree/bohr
LUMO level   -3.10 eV
E_tot   -269.4536 a.u.
Charge   +1

***

Density functional theory data (the ωB97M-V functional and the def2-TZVPD basis) for C28H45CaN3O10PSbSe4 as an isolated structure.

Geometry (Å):
1 Ca 1.07795 1.45348 -1.32961
2 C 2.78106 -0.49070 0.93591
3 O 2.59065 0.88688 0.66185
4 C 2.48107 1.70190 1.81576
5 C 1.02962 2.02687 2.08595
6 O 0.51045 2.62397 0.91937
7 C -0.36990 3.70858 1.15750
8 H 3.76685 -0.65300 1.38491
9 H 2.71696 -1.02426 -0.01096
10 H 1.99451 -0.86430 1.59208
11 H 3.02364 2.62963 1.61849
12 H 2.93719 1.20704 2.68000
13 H 0.97530 2.72013 2.93403
14 H 0.45714 1.12173 2.30882
15 H 0.18038 4.54905 1.59504
16 H -1.18163 3.41058 1.82843
17 H -0.79067 3.99481 0.19541
18 Se -3.63817 0.04180 -3.49742
19 Sb -1.48934 1.15548 -4.00425
20 Se -1.02986 3.04262 -2.40449
21 Se 0.37235 -0.39927 -3.43697
22 Se -1.26399 1.99331 -6.26203
23 O -0.11800 -0.24577 0.29239
24 P -1.39989 -1.04633 0.27130
25 C -1.58234 -1.96287 1.85675
26 C -0.34977 -2.84410 2.15089
27 C -0.13241 -3.05398 3.65705
28 C -1.47599 -3.13959 4.37207
29 C -2.19131 -1.78148 4.30661
30 C -1.84207 -1.00838 3.02427
31 C -2.87140 -0.01359 0.05053
32 C -2.70455 1.40709 0.59856
33 C -3.86802 2.25960 0.09727
34 C -5.24730 1.67831 0.48136
35 C -5.11525 0.34484 1.21359
36 C -4.23935 -0.63419 0.43222
37 C -1.44989 -2.25618 -1.06828
38 C -2.72281 -3.13710 -1.11920
39 C -2.37535 -4.62249 -1.06124
40 C -1.44141 -5.02407 -2.20513
41 C -0.30130 -4.00119 -2.40692
42 C -0.15568 -3.06710 -1.20970
43 H -2.45920 -2.61048 1.75178
44 H 0.53837 -2.39349 1.70486
45 H -0.48079 -3.81499 1.66785
46 H 0.44386 -2.22169 4.07611
47 H 0.46295 -3.95477 3.82376
48 H -1.35954 -3.45984 5.41034
49 H -2.08226 -3.90618 3.87827
50 H -1.91420 -1.17783 5.17607
51 H -3.27320 -1.92926 4.36485
52 H -0.94777 -0.39798 3.18041
53 H -2.64548 -0.31284 2.78261
54 H -2.88131 0.10621 -1.04785
55 H -1.78453 1.82651 0.19776
56 H -2.62994 1.42767 1.69361
57 H -3.77044 2.31730 -0.98856
58 H -3.75794 3.28251 0.46894
59 H -5.84220 1.52570 -0.42318
60 H -5.80378 2.38103 1.10920
61 H -6.10014 -0.10412 1.37794
62 H -4.68855 0.51559 2.20866
63 H -4.75122 -0.90212 -0.49805
64 H -4.14147 -1.55486 1.01404
65 H -1.46298 -1.58952 -1.94385
66 H -3.25812 -2.90778 -2.04497
67 H -3.41843 -2.90453 -0.31068
68 H -3.28845 -5.22456 -1.08888
69 H -1.89493 -4.84069 -0.09973
70 H -2.02623 -5.10504 -3.12551
71 H -1.03587 -6.02130 -2.00674
72 H -0.49642 -3.37148 -3.27759
73 H 0.64301 -4.51445 -2.60338
74 H 0.66064 -2.36672 -1.38917
75 H 0.08645 -3.63826 -0.30712
76 O 8.85282 4.05224 -3.07955
77 N 7.93529 4.51585 -2.41760
78 O 8.01242 5.57205 -1.80838
79 C 6.70029 3.77280 -2.35740
80 C 6.58421 2.56300 -3.04762
81 C 5.40773 1.88600 -3.00479
82 C 4.23304 2.29353 -2.24419
83 O 3.21718 1.58788 -2.16644
84 C 4.46652 3.54433 -1.54432
85 C 5.65103 4.24898 -1.60367
86 N 3.44804 4.10001 -0.68763
87 O 3.77895 4.95380 0.12795
88 O 2.29423 3.73797 -0.81615
89 N 5.35342 0.64672 -3.77552
90 O 4.38365 0.43888 -4.45197
91 O 6.32614 -0.09847 -3.69167
92 H 7.41509 2.16945 -3.61317
93 H 5.75265 5.16951 -1.05189

Properties
Kohn-Sham gap   4.4801 eV
Energy relative to the best compared isomer or geometry (same formula, charge and spin)   0.000 eV
Largest force on an atom   0.0129 hartree/bohr
LUMO level   3.14 eV
E_tot   -12875.6294 a.u.
Charge   -2

***

Which value of energy relative to the best compared isomer or geometry (same formula, charge and spin) does entry 1 give? 1.281 eV

***

What is the Kohn-Sham gap in the first record? 10.4843 eV

***

Among the records above, which one has the highest Kohn-Sham gap? C4H13N2